# 1
{
  "formula": "C15H43CuN2O13",
  "method": "ωB97M-V/def2-TZVPD",
  "species": ["Cu", "N", "O", "O", "O", "C", "C", "O", "C", "O", "O", "C", "H", "H", "H", "H", "H", "H", "H", "H", "C", "O", "C", "C", "N", "C", "C", "O", "C", "H", "H", "H", "H", "H", "H", "H", "H", "H", "H", "H", "H", "H", "H", "H", "C", "O", "H", "H", "H", "H", "C", "O", "H", "H", "H", "H", "C", "O", "H", "H", "H", "H", "C", "O", "H", "H", "H", "H", "C", "O", "H", "H", "H", "H"],
  "coordinates": [[-3.810, 7.907, -28.799], [-0.586, 4.744, -30.091], [0.021, 4.077, -29.222], [-1.235, 5.764, -29.816], [-0.472, 4.458, -31.291], [1.536, -0.718, -30.661], [0.864, -1.286, -29.429], [0.865, -2.678, -29.459], [0.800, -3.336, -28.297], [0.632, -2.799, -27.217], [0.851, -4.652, -28.577], [0.592, -5.572, -27.539], [0.922, -0.928, -31.537], [2.494, -1.186, -30.889], [1.678, 0.361, -30.601], [-0.126, -0.835, -29.361], [1.379, -0.944, -28.531], [0.673, -6.554, -28.005], [-0.432, -5.393, -27.211], [1.252, -5.508, -26.673], [-3.282, 8.663, -32.276], [-3.131, 9.225, -30.965], [-2.227, 10.272, -30.890], [-2.540, 10.978, -29.580], [-2.214, 10.149, -28.359], [-2.614, 10.830, -27.089], [-4.095, 10.897, -26.793], [-4.739, 9.708, -27.131], [-5.992, 9.572, -26.524], [-4.054, 7.894, -32.279], [-2.309, 8.274, -32.575], [-3.519, 9.514, -32.915], [-2.467, 11.005, -31.661], [-1.157, 10.067, -30.877], [-3.577, 11.311, -29.599], [-2.092, 11.971, -29.591], [-1.219, 10.094, -28.193], [-2.225, 11.838, -26.951], [-2.217, 10.184, -26.305], [-4.522, 11.716, -27.372], [-4.335, 11.213, -25.778], [-5.826, 9.609, -25.447], [-6.507, 8.640, -26.757], [-6.736, 10.315, -26.810], [3.007, 8.247, -27.798], [2.331, 9.381, -28.208], [3.866, 8.164, -28.464], [3.201, 8.295, -26.727], [2.342, 7.410, -28.013], [2.705, 9.747, -29.012], [3.368, 4.762, -35.045], [3.014, 3.626, -35.842], [4.426, 5.023, -35.037], [2.959, 5.714, -35.386], [3.076, 4.700, -33.997], [2.054, 3.624, -35.855], [-2.535, 2.591, -36.084], [-1.289, 2.776, -35.418], [-3.202, 2.163, -35.335], [-2.872, 3.556, -36.461], [-2.473, 1.817, -36.849], [-1.497, 3.220, -34.593], [-1.657, 5.902, -24.919], [-2.966, 6.030, -25.477], [-1.743, 5.860, -23.833], [-1.247, 4.955, -25.271], [-1.082, 6.723, -25.347], [-3.525, 5.532, -24.876], [4.874, 3.572, -27.771], [3.742, 3.002, -27.178], [4.825, 3.293, -28.824], [4.913, 4.655, -27.660], [5.790, 3.244, -27.279], [2.990, 3.304, -27.692]],
  "charge": 1,
  "gap_ev": [7.376, 4.445],
  "spin_multiplicity": 2
}



# 2
{
  "formula": "C15H43KO10",
  "method": "ωB97M-V/def2-TZVPD",
  "species": ["K", "O", "C", "O", "O", "H", "C", "C", "O", "H", "H", "H", "H", "H", "H", "C", "C", "O", "H", "H", "H", "H", "H", "H", "C", "C", "O", "H", "H", "H", "H", "H", "H", "C", "C", "O", "H", "H", "H", "H", "H", "H", "C", "C", "O", "H", "H", "H", "H", "H", "H", "C", "C", "O", "H", "H", "H", "H", "H", "H", "C", "C", "O", "H", "H", "H", "H", "H", "H"],
  "coordinates": [[-0.869, -1.595, 4.686], [-0.879, -0.826, 0.508], [0.388, -0.962, 0.992], [1.296, -1.248, 0.197], [0.520, -0.842, 2.246], [-1.499, -0.749, 1.242], [-4.697, 0.482, 1.175], [-4.315, -0.983, 1.306], [-3.423, -1.172, 2.425], [-3.797, 0.998, 0.823], [-5.024, 0.934, 2.108], [-5.425, 0.634, 0.378], [-3.806, -1.391, 0.436], [-5.233, -1.538, 1.524], [-3.846, -1.625, 3.153], [-4.139, 1.342, -2.038], [-2.768, 0.787, -1.751], [-1.958, 0.980, -2.916], [-4.410, 1.162, -3.085], [-4.285, 2.416, -1.930], [-4.896, 0.723, -1.547], [-2.841, -0.296, -1.594], [-2.285, 1.186, -0.855], [-1.034, 0.998, -2.639], [-2.145, 2.911, 2.854], [-2.095, 1.819, 3.912], [-0.856, 1.947, 4.600], [-1.487, 2.754, 1.994], [-1.917, 3.926, 3.175], [-3.136, 2.880, 2.377], [-2.142, 0.884, 3.335], [-2.948, 1.905, 4.583], [-0.140, 1.999, 3.936], [6.038, -1.844, -0.468], [4.769, -2.577, -0.154], [4.060, -1.930, 0.930], [6.653, -2.414, -1.166], [6.637, -1.671, 0.426], [5.749, -0.878, -0.887], [4.971, -3.608, 0.166], [4.046, -2.617, -0.973], [3.156, -1.779, 0.619], [-2.071, -2.705, -2.602], [-0.718, -2.010, -2.556], [0.306, -2.825, -2.027], [-2.554, -2.753, -1.626], [-1.936, -3.702, -3.034], [-2.719, -2.275, -3.372], [-0.707, -1.115, -1.935], [-0.538, -1.746, -3.601], [0.443, -2.576, -1.104], [3.632, 0.749, -3.749], [2.998, -0.267, -2.808], [1.977, 0.408, -2.090], [3.866, 1.653, -3.188], [2.836, 1.050, -4.435], [4.514, 0.357, -4.249], [3.726, -0.578, -2.046], [2.642, -1.176, -3.303], [1.816, -0.003, -1.228], [2.992, 1.806, 0.939], [2.368, 2.550, 2.120], [1.123, 1.975, 2.484], [4.021, 2.149, 0.787], [2.553, 2.089, -0.020], [2.996, 0.735, 1.126], [2.210, 3.617, 1.982], [3.076, 2.459, 2.953], [1.160, 1.015, 2.478]],
  "charge": 0,
  "gap_ev": 7.563,
  "e_above_lowest_kj_mol": 84.0,
  "spin_multiplicity": 1
}



# 3
{
  "formula": "C15H45BaN9O6",
  "method": "ωB97M-V/def2-TZVPD",
  "species": ["Ba", "C", "O", "N", "N", "H", "H", "H", "H", "C", "O", "N", "N", "H", "H", "H", "H", "C", "O", "N", "N", "H", "H", "H", "H", "C", "C", "C", "O", "C", "N", "H", "H", "H", "H", "H", "H", "H", "H", "H", "H", "H", "C", "C", "C", "O", "C", "N", "H", "H", "H", "H", "H", "H", "H", "H", "H", "H", "H", "C", "C", "C", "O", "C", "N", "H", "H", "H", "H", "H", "H", "H", "H", "H", "H", "H"],
  "coordinates": [[0.855, 0.296, 0.334], [-1.996, 2.725, -1.128], [-1.378, 1.676, -0.966], [-1.425, 3.940, -0.971], [-3.350, 2.732, -1.410], [-0.442, 3.792, -0.772], [-1.973, 4.771, -1.067], [-3.673, 1.805, -1.625], [-3.899, 3.559, -1.526], [2.304, 4.146, -0.223], [1.686, 3.100, 0.047], [1.906, 5.020, -1.193], [3.392, 4.535, 0.470], [2.576, 5.705, -1.492], [1.066, 4.891, -1.719], [3.741, 5.466, 0.345], [3.758, 3.918, 1.170], [1.544, -2.067, 3.351], [1.345, -1.470, 2.268], [2.783, -2.376, 3.761], [0.532, -2.502, 4.134], [2.843, -3.050, 4.504], [3.594, -1.933, 3.376], [0.689, -2.965, 5.011], [-0.429, -2.362, 3.886], [-2.920, 1.611, 3.301], [-1.691, 1.474, 2.377], [-0.523, 1.504, 3.354], [0.750, 1.590, 2.659], [1.808, 1.696, 3.609], [-1.824, 0.244, 1.590], [-2.838, 1.059, 4.236], [-3.885, 1.503, 2.807], [-2.952, 2.667, 3.602], [-1.599, 2.332, 1.707], [-0.586, 0.675, 4.072], [-0.477, 2.391, 3.993], [2.692, 1.632, 2.973], [1.859, 0.911, 4.368], [1.786, 2.647, 4.147], [-1.769, -0.457, 2.330], [-2.737, 0.168, 1.161], [1.591, 0.011, -4.579], [1.261, -0.346, -3.126], [2.384, -1.285, -2.549], [2.100, -1.922, -1.337], [3.005, -2.962, -0.978], [1.240, 0.919, -2.382], [2.482, 0.625, -4.713], [0.739, 0.602, -4.930], [1.661, -0.828, -5.274], [0.339, -0.921, -3.043], [3.267, -0.647, -2.352], [2.733, -1.932, -3.361], [2.446, -3.663, -0.370], [3.955, -2.545, -0.629], [3.341, -3.509, -1.868], [2.150, 1.368, -2.484], [0.651, 1.552, -2.920], [-0.787, -3.528, 0.412], [-1.187, -2.958, -0.952], [-2.527, -3.424, -1.558], [-2.967, -2.541, -2.569], [-3.931, -3.192, -3.390], [-1.182, -1.445, -0.814], [-1.534, -3.292, 1.171], [0.181, -3.093, 0.657], [-0.612, -4.607, 0.412], [-0.389, -3.094, -1.691], [-3.240, -3.465, -0.732], [-2.206, -4.355, -2.032], [-4.501, -2.433, -3.925], [-4.688, -3.681, -2.770], [-3.449, -3.899, -4.063], [-2.040, -1.221, -0.312], [-1.427, -1.289, -1.798]],
  "charge": 2,
  "gap_ev": 9.834,
  "spin_multiplicity": 1
}



# 4
{
  "formula": "C15H45O20P5",
  "method": "ωB97M-V/def2-TZVPD",
  "species": ["C", "O", "P", "O", "O", "C", "O", "C", "H", "H", "H", "H", "H", "H", "H", "H", "H", "C", "O", "P", "O", "O", "C", "O", "C", "H", "H", "H", "H", "H", "H", "H", "H", "H", "C", "O", "P", "O", "O", "C", "O", "C", "H", "H", "H", "H", "H", "H", "H", "H", "H", "C", "O", "P", "O", "O", "C", "O", "C", "H", "H", "H", "H", "H", "H", "H", "H", "H", "C", "O", "P", "O", "O", "C", "O", "C", "H", "H", "H", "H", "H", "H", "H", "H", "H"],
  "coordinates": [[0.080, 5.213, 0.035], [0.389, 3.937, -0.532], [0.100, 3.432, -2.025], [0.769, 4.310, -3.097], [0.609, 1.902, -2.044], [1.857, 1.641, -1.475], [-1.517, 3.215, -2.179], [-2.322, 4.399, -2.341], [-0.508, 5.719, -0.732], [0.938, 5.830, 0.302], [-0.388, 5.260, 1.018], [2.460, 0.909, -2.012], [1.833, 1.351, -0.425], [2.588, 2.449, -1.504], [-2.827, 4.324, -3.304], [-1.739, 5.315, -2.256], [-3.178, 4.448, -1.668], [-3.242, -2.205, 7.036], [-2.665, -1.811, 5.772], [-2.820, -2.785, 4.449], [-4.195, -3.107, 3.994], [-1.874, -1.935, 3.416], [-2.596, -1.347, 2.327], [-1.805, -4.121, 4.753], [-0.424, -4.057, 5.090], [-3.814, -3.131, 6.970], [-3.856, -1.379, 7.394], [-2.395, -2.411, 7.691], [-1.988, -1.485, 1.433], [-2.764, -0.296, 2.560], [-3.563, -1.793, 2.097], [-0.080, -3.035, 5.246], [0.198, -4.510, 4.318], [-0.342, -4.521, 6.073], [-0.735, 0.246, -1.862], [-0.520, 0.202, -3.296], [-1.607, 0.993, -4.265], [-2.379, 2.148, -3.699], [-2.531, -0.112, -4.905], [-2.818, -0.033, -6.315], [-0.655, 1.517, -5.496], [0.394, 2.471, -5.353], [-1.122, -0.721, -1.541], [-1.440, 0.982, -1.474], [0.212, 0.422, -1.351], [-1.965, -0.073, -6.992], [-3.461, 0.818, -6.539], [-3.488, -0.830, -6.639], [0.182, 3.335, -4.724], [0.529, 2.921, -6.336], [1.384, 2.192, -4.993], [-0.747, 2.557, 0.123], [-0.495, 1.337, -0.493], [-0.495, -0.123, 0.201], [-1.765, -0.318, 1.015], [-0.210, -1.188, -0.967], [-0.630, -2.606, -0.883], [0.826, -0.167, 1.120], [0.763, -0.533, 2.480], [0.165, 3.155, 0.093], [-1.006, 2.397, 1.169], [-1.488, 3.125, -0.439], [-1.034, -2.771, -1.882], [-1.441, -2.729, -0.165], [0.130, -3.356, -0.666], [-0.192, -0.979, 2.760], [0.995, 0.304, 3.139], [1.399, -1.353, 2.812], [5.047, -4.095, 0.953], [4.385, -3.189, 0.047], [3.180, -2.182, 0.336], [2.095, -2.805, 1.191], [3.929, -0.876, 0.968], [4.670, -1.022, 2.169], [2.681, -1.695, -1.124], [2.210, -0.409, -1.325], [4.748, -5.130, 0.787], [4.622, -3.970, 1.949], [6.133, -4.144, 1.032], [5.587, -0.441, 2.074], [4.767, -2.071, 2.446], [4.022, -0.565, 2.917], [1.619, -0.474, -2.238], [3.038, 0.189, -1.706], [1.596, -0.074, -0.489]],
  "charge": 0,
  "gap_ev": 7.007,
  "e_above_lowest_kj_mol": 3500.2,
  "spin_multiplicity": 1
}



# 5
{
  "formula": "C15H46BFNO9",
  "method": "ωB97M-V/def2-TZVPD",
  "species": ["C", "C", "C", "F", "C", "C", "N", "C", "C", "B", "C", "O", "O", "H", "H", "H", "H", "H", "H", "H", "H", "H", "H", "H", "H", "H", "H", "H", "H", "H", "H", "C", "O", "H", "H", "H", "H", "C", "O", "H", "H", "H", "H", "C", "O", "H", "H", "H", "H", "C", "O", "H", "H", "H", "H", "C", "O", "H", "H", "H", "H", "C", "O", "H", "H", "H", "H", "C", "O", "H", "H", "H", "H"],
  "coordinates": [[0.841, 1.664, -1.100], [0.987, 0.744, 0.129], [-0.015, 1.000, 1.249], [-0.198, 2.368, 1.402], [-1.385, 0.348, 1.072], [-1.434, -1.065, 1.690], [-1.683, -2.056, 0.610], [-2.991, -1.759, -0.032], [-2.883, -0.389, -0.727], [-4.212, 0.517, -0.594], [-4.750, 1.031, 0.778], [-4.889, 0.811, -1.757], [-1.695, 0.311, -0.312], [1.751, 2.244, -1.248], [0.683, 1.072, -2.003], [-0.020, 2.324, -1.017], [1.971, 0.909, 0.577], [0.965, -0.313, -0.157], [0.407, 0.626, 2.188], [-2.092, 0.997, 1.601], [-0.559, -1.342, 2.274], [-2.291, -1.147, 2.361], [-0.952, -1.968, -0.098], [-1.723, -3.016, 0.995], [-3.750, -1.847, 0.747], [-3.174, -2.552, -0.759], [-2.720, -0.579, -1.792], [-4.311, 0.567, 1.664], [-4.539, 2.108, 0.838], [-5.839, 0.928, 0.814], [-4.510, 1.487, -2.331], [-0.338, -3.140, 5.195], [-0.875, -2.006, 4.506], [-0.362, -3.974, 4.498], [0.694, -2.967, 5.505], [-0.939, -3.395, 6.069], [-0.863, -1.263, 5.117], [-2.824, -5.250, 0.515], [-2.579, -4.352, 1.612], [-1.965, -5.152, -0.142], [-2.912, -6.277, 0.865], [-3.725, -4.974, -0.037], [-3.317, -4.392, 2.228], [3.933, 3.887, 0.756], [3.225, 3.443, 1.916], [4.919, 4.214, 1.079], [4.055, 3.073, 0.035], [3.426, 4.726, 0.279], [2.344, 3.173, 1.642], [-0.478, -4.851, -3.091], [-1.144, -4.090, -2.067], [-0.127, -5.767, -2.624], [-1.156, -5.091, -3.908], [0.375, -4.301, -3.489], [-1.445, -3.276, -2.483], [7.316, 4.497, 3.108], [6.590, 4.055, 4.246], [8.298, 4.811, 3.455], [7.441, 3.690, 2.380], [6.823, 5.349, 2.632], [5.715, 3.778, 3.958], [4.041, 7.701, -1.171], [3.755, 6.364, -1.570], [4.457, 7.648, -0.168], [4.775, 8.171, -1.829], [3.139, 8.318, -1.143], [3.386, 6.388, -2.457], [-1.264, -3.857, -7.395], [-1.428, -3.720, -5.983], [-0.214, -4.075, -7.570], [-1.865, -4.678, -7.791], [-1.523, -2.936, -7.922], [-2.354, -3.525, -5.817]],
  "charge": 1,
  "gap_ev": 8.988,
  "spin_multiplicity": 1
}



# 6
{
  "formula": "C15H46N2O8",
  "method": "ωB97M-V/def2-TZVPD",
  "species": ["C", "O", "N", "N", "H", "H", "H", "H", "C", "C", "O", "H", "H", "H", "H", "H", "H", "C", "C", "O", "H", "H", "H", "H", "H", "H", "C", "C", "O", "H", "H", "H", "H", "H", "H", "C", "C", "O", "H", "H", "H", "H", "H", "H", "C", "C", "O", "H", "H", "H", "H", "H", "H", "C", "C", "O", "H", "H", "H", "H", "H", "H", "C", "C", "O", "H", "H", "H", "H", "H", "H"],
  "coordinates": [[0.769, 2.180, -3.557], [0.078, 1.651, -4.368], [1.911, 2.634, -3.860], [0.614, 2.292, -2.266], [2.161, 2.469, -4.824], [2.588, 2.978, -3.194], [-0.202, 1.916, -1.805], [1.426, 2.517, -1.710], [-1.816, -0.612, -2.723], [-0.815, -1.151, -3.770], [0.208, -2.002, -3.291], [-2.040, 0.453, -2.789], [-1.476, -0.764, -1.699], [-2.735, -1.169, -2.907], [-0.267, -0.337, -4.244], [-1.413, -1.584, -4.572], [-0.139, -2.611, -2.635], [-0.460, -0.447, 5.013], [-0.600, -1.860, 4.461], [-1.074, -1.812, 3.130], [-1.403, 0.098, 4.993], [0.252, 0.040, 4.346], [-0.071, -0.363, 6.028], [-1.247, -2.538, 5.016], [0.386, -2.326, 4.488], [-0.908, -2.683, 2.762], [-0.778, -0.886, 0.922], [0.199, -0.423, -0.162], [-0.097, 0.874, -0.634], [-0.849, -1.938, 1.197], [-1.818, -0.636, 0.713], [-0.591, -0.444, 1.901], [0.099, -1.057, -1.043], [1.253, -0.489, 0.108], [-0.673, 1.289, 0.012], [-4.348, 1.343, 0.422], [-2.825, 1.393, 0.631], [-2.309, 2.414, -0.199], [-4.583, 0.725, -0.445], [-4.692, 2.354, 0.202], [-4.793, 0.759, 1.227], [-2.359, 0.440, 0.379], [-2.480, 1.567, 1.650], [-2.022, 1.978, -1.005], [1.452, 1.038, 3.285], [2.335, 1.460, 1.996], [3.709, 1.253, 2.135], [1.712, 0.199, 3.930], [0.497, 0.624, 2.963], [1.147, 1.930, 3.833], [2.439, 2.490, 1.655], [1.943, 0.839, 1.191], [4.078, 1.983, 2.638], [0.130, -3.683, -0.281], [-1.341, -3.441, -0.409], [-1.668, -2.913, -1.758], [0.473, -3.881, 0.735], [0.841, -2.884, -0.491], [0.482, -4.488, -0.926], [-1.919, -3.085, 0.443], [-1.750, -4.437, -0.579], [-1.349, -3.515, -2.435], [3.391, 0.854, -1.655], [2.722, 1.747, -0.598], [2.464, 3.071, -1.192], [3.748, 1.328, -2.569], [2.632, 0.153, -2.001], [4.274, 0.294, -1.345], [3.332, 1.814, 0.303], [1.766, 1.317, -0.299], [2.400, 3.698, -0.468]],
  "charge": 0,
  "gap_ev": 8.279,
  "e_above_lowest_kj_mol": 764.0,
  "spin_multiplicity": 1
}



Quick rundown of electronic energy, same order as above: -90471.787; -53052.282; -42667.612; -103654.396; -39604.286; -35651.407 eV